Record 1
A 20-piece molecular cluster, C25H18BCl76N2O4P2 overall at a distorted geometry. Source: OMol25; level of theory: wB97M-V/def2-TZVPD.

```
128
Properties=species:S:1:pos:R:3:mulliken_charge:R:1
C -3.08466 -1.98485 -0.18005 -1.010
P -1.35905 -1.37712 0.14310 0.183
O -0.51583 -2.34184 -0.93020 -0.248
C -1.21436 0.27538 -0.71130 -0.413
O 0.20635 0.51994 -0.63153 -0.337
B 0.39737 1.03194 0.75685 1.036
P 1.87111 2.36689 0.83518 0.382
N 2.69416 2.71922 -0.50158 -0.676
O -0.89661 1.64741 1.16387 -0.605
C -1.71444 1.51833 0.02124 -0.349
C -3.18866 1.84486 0.23201 -0.094
C -3.95653 1.10269 1.35338 -0.090
O -3.16017 0.12462 2.01559 -0.404
C -5.26004 0.46215 0.83201 -0.703
N -5.77363 -0.55626 1.75107 -0.730
H -2.99910 -2.98069 -0.63726 0.427
H -3.70735 -1.34275 -0.82097 0.219
H -3.56173 -2.11469 0.80706 0.148
H -0.86593 -2.26577 -1.82291 0.180
H -1.55533 0.33293 -1.76181 0.580
H 0.74343 0.14161 1.53345 -0.455
H 2.77097 1.88402 1.82467 -0.063
H 1.35918 3.53257 1.46728 -0.036
H 2.27394 2.18999 -1.26290 0.121
H -1.38443 2.31783 -0.68566 0.132
H -3.71346 1.68383 -0.72276 0.138
H -3.21589 2.92305 0.45149 0.224
H -4.27116 1.87733 2.07560 0.429
H -2.80702 0.49599 2.81737 0.228
H -6.01083 1.27246 0.77951 0.332
H -5.13731 0.10396 -0.21010 0.273
H -6.37891 -1.19384 1.24407 0.261
H -4.99287 -1.11508 2.08387 0.284
C 2.11797 -3.96612 1.26096 -0.200
Cl 3.15187 -4.58958 2.57103 0.060
Cl 1.52129 -2.37857 1.67028 -0.026
Cl 3.07482 -3.87817 -0.22377 0.032
Cl 0.76859 -5.09002 1.02356 -0.077
C -4.29473 4.71806 -2.44820 0.244
Cl -4.95496 5.78334 -3.69959 -0.023
Cl -5.61544 4.15720 -1.41407 -0.110
Cl -3.50845 3.33711 -3.21179 -0.078
Cl -3.11845 5.59977 -1.47512 -0.107
C 5.97389 -6.54651 4.92009 0.157
Cl 4.29519 -6.08065 5.21630 0.050
Cl 6.04604 -8.23131 4.39931 -0.071
Cl 6.67316 -5.50054 3.68517 -0.086
Cl 6.87476 -6.37374 6.43249 -0.044
C 1.87544 -9.45651 3.83016 0.189
Cl 3.01445 -10.80311 3.66719 -0.111
Cl 2.55426 -8.01276 3.09626 0.108
Cl 0.35532 -9.88149 3.03779 -0.061
Cl 1.58045 -9.14799 5.54962 -0.078
C -8.06923 7.32087 -6.56878 0.328
Cl -8.46153 8.54102 -7.78066 -0.067
Cl -8.15386 5.71366 -7.29967 -0.051
Cl -6.44052 7.60034 -5.95218 -0.015
Cl -9.22639 7.42051 -5.23729 -0.126
C 4.38842 6.42115 1.19257 0.202
Cl 2.95572 7.12142 1.96745 -0.121
Cl 5.84628 7.09107 1.95994 -0.118
Cl 4.37431 4.67669 1.35363 0.012
Cl 4.37637 6.83743 -0.52131 -0.021
C -0.70939 -11.20845 -0.90167 0.332
Cl -0.79486 -12.19681 0.56150 -0.109
Cl -0.16582 -9.58442 -0.48278 -0.017
Cl 0.43386 -11.93372 -2.03623 -0.106
Cl -2.30847 -11.12392 -1.64801 -0.107
C 5.61783 5.43076 -4.00292 0.318
Cl 6.55595 4.81974 -2.64109 -0.057
Cl 5.20437 7.12963 -3.71764 -0.118
Cl 6.58386 5.30994 -5.48466 -0.125
Cl 4.14044 4.49164 -4.17362 -0.033
C -9.38570 7.67100 -12.08109 0.310
Cl -9.30680 6.76955 -10.56941 -0.014
Cl -8.86147 9.33588 -11.79191 -0.105
Cl -8.32577 6.92179 -13.27861 -0.098
Cl -11.04661 7.67645 -12.68609 -0.105
C -10.09119 2.28059 -6.69900 0.333
Cl -10.53062 3.37401 -8.01764 -0.077
Cl -10.68777 2.93905 -5.17351 -0.084
Cl -10.81515 0.69465 -6.98456 -0.108
Cl -8.33488 2.12143 -6.62494 -0.076
C -6.71979 11.74766 -5.88531 0.325
Cl -6.65797 10.79941 -4.39716 -0.066
Cl -6.19878 13.40410 -5.55283 -0.109
Cl -5.65085 11.03693 -7.09710 -0.075
Cl -8.37939 11.76384 -6.49385 -0.086
C 6.54614 -10.79950 7.91369 0.289
Cl 5.16011 -10.25014 6.97746 0.022
Cl 8.03374 -10.42054 7.03763 -0.095
Cl 6.56528 -9.98098 9.48041 -0.104
Cl 6.44124 -12.54736 8.16496 -0.111
C 0.29364 -4.94771 6.58238 0.208
Cl 1.31452 -5.59101 7.88230 -0.103
Cl -0.27189 -3.33615 7.02218 -0.104
Cl 1.23235 -4.86408 5.09465 0.128
Cl -1.09267 -6.02067 6.34929 -0.104
C 3.47308 8.31729 6.02195 0.287
Cl 1.77658 8.65904 6.39143 -0.112
Cl 3.62726 6.68097 5.39506 0.023
Cl 4.05503 9.47377 4.82020 -0.088
Cl 4.43510 8.47650 7.50033 -0.118
C 3.47233 -7.25396 -2.91888 0.228
Cl 2.87885 -6.10067 -4.11892 -0.069
Cl 2.10699 -7.90907 -2.00890 -0.009
Cl 4.32472 -8.57431 -3.73484 -0.122
Cl 4.56272 -6.43251 -1.80757 -0.056
C 0.98492 -1.25523 -4.77956 0.235
Cl -0.26361 -2.48997 -5.06982 -0.158
Cl 0.84262 -0.64270 -3.14551 0.072
Cl 2.57569 -1.99968 -4.98441 -0.042
Cl 0.77910 0.05798 -5.95042 -0.139
C 5.68076 2.86616 5.81634 0.246
Cl 5.37563 4.09143 4.58753 0.030
Cl 4.89898 3.33768 7.33216 -0.121
Cl 5.02499 1.31959 5.27153 -0.041
Cl 7.42250 2.70914 6.08253 -0.120
C 6.26110 -3.20133 9.07881 0.281
Cl 5.06231 -4.46376 8.79014 -0.026
Cl 6.14100 -2.64998 10.75571 -0.112
Cl 7.88710 -3.84382 8.79375 -0.108
Cl 5.96957 -1.84600 7.99057 -0.060
C 6.25144 -1.14473 -3.00758 0.237
Cl 7.40419 -2.11684 -2.07792 -0.116
Cl 5.92396 -1.95804 -4.54879 -0.121
Cl 4.75840 -0.95993 -2.09857 0.055
Cl 6.95302 0.44167 -3.33218 -0.084
```

Its LUMO energy is 1.00 eV. The charge is -1. Its gap between HOMO and LUMO is 5.80 eV. The calculation puts the HOMO energy at -4.80 eV.



Record 2
C25H18BiBrFN5O8 as an isolated structure. Source: OMol25; level of theory: wB97M-V/def2-TZVPD.

```
59
Properties=species:S:1:pos:R:3:mulliken_charge:R:1
Bi -0.44756 0.21857 0.05981 1.149
O 2.73056 2.70414 2.66658 -0.451
C 2.21257 1.69236 2.00174 0.304
O 1.04714 1.65381 1.65593 -0.501
C 3.19286 0.60079 1.70802 0.384
C 4.55125 0.76563 1.94000 -0.579
C 5.39318 -0.29241 1.63414 -0.669
C 4.83856 -1.45868 1.13092 -0.725
C 3.46095 -1.52545 0.94829 0.576
N 2.64615 -0.50969 1.21963 0.045
C 2.76199 -2.79000 0.50907 0.417
O 3.44107 -3.63571 -0.26800 -0.445
O 1.62883 -3.01654 0.82884 -0.431
H 2.04453 3.38110 2.79444 0.413
H 4.92911 1.68928 2.35253 0.539
H 6.45815 -0.21723 1.80042 0.476
H 5.47484 -2.31012 0.92917 0.380
H 4.29020 -3.27267 -0.55291 0.331
Br 2.89459 7.06734 0.43486 -0.110
C 1.70099 5.66584 0.05473 -0.052
C 0.34575 5.82794 0.31270 -0.632
C -0.53266 4.79051 0.03891 -0.219
C -0.04452 3.60363 -0.49028 0.021
C 1.31069 3.43579 -0.73777 -0.281
C 2.18708 4.47470 -0.47499 -0.616
N -0.90587 2.50485 -0.76342 -0.150
C -2.01992 2.68041 -1.35181 -0.486
C -2.88924 1.53753 -1.64244 0.609
C -4.06239 1.70983 -2.35171 -0.821
C -4.83062 0.59079 -2.65843 -0.249
C -4.38753 -0.65073 -2.24687 -0.923
C -3.20037 -0.74814 -1.53038 -0.184
N -2.46925 0.32452 -1.22769 -0.009
H -0.01891 6.75452 0.73158 0.454
H -1.58219 4.90078 0.27531 0.559
H 1.68050 2.51261 -1.16481 0.557
H 3.24127 4.36748 -0.68690 0.490
H -2.34082 3.66381 -1.69298 0.582
H -4.36325 2.69958 -2.66332 0.405
H -5.75106 0.69509 -3.21589 0.479
H -4.93825 -1.55173 -2.47244 0.448
H -2.81251 -1.70198 -1.19842 0.597
F -3.76249 -6.88094 3.17376 -0.190
C -3.50724 -5.62629 3.30114 0.216
C -2.36108 -5.08474 2.71654 0.374
N -2.09407 -3.80602 2.86301 0.187
C -1.01109 -3.20412 2.08768 -0.928
C -1.56010 -2.94692 0.66730 0.657
O -2.34683 -3.76472 0.22683 -0.644
O -1.08714 -1.94316 0.04703 -0.614
C -3.02096 -2.87620 3.47997 0.317
O -2.81052 -1.70439 3.40606 -0.484
N -4.08698 -3.45781 4.10712 -0.054
C -4.45482 -4.80084 4.07883 0.328
O -5.42779 -5.24290 4.61196 -0.443
H -1.67548 -5.70077 2.14840 0.479
H -0.21407 -3.94093 1.99308 0.406
H -0.64803 -2.31472 2.59213 0.435
H -4.72199 -2.82325 4.58105 0.277
```

Its LUMO energy (alpha / beta) is -8.80 / -7.08 eV. The charge is +2. Its gap between HOMO and LUMO (alpha / beta) is 4.58 / 6.43 eV. The calculation puts the HOMO energy (alpha / beta) at -13.38 / -13.50 eV.



Record 3
C25H18BrIrN2O2PSeTe4 as an isolated structure. Source: OMol25; level of theory: wB97M-V/def2-TZVPD.

```
55
Properties=species:S:1:pos:R:3:mulliken_charge:R:1
Ir -0.14906 0.39331 0.22181 2.122
Te 1.42807 -1.05407 1.69672 0.045
Te 0.27410 -3.45455 2.20801 -0.021
Te -1.66781 -3.69757 0.43510 -0.029
Te -1.47326 -1.42310 -0.95536 0.107
Se -1.86092 1.09841 1.78531 0.137
C -2.25634 -0.48653 2.63931 0.100
N -2.55050 -1.44597 3.20945 -0.484
C -2.62993 5.96798 -0.01711 -0.637
C -2.97461 5.43681 -1.25216 -0.684
C -2.47152 4.20647 -1.64420 -0.333
C -1.61117 3.49389 -0.80671 0.398
C -1.26793 4.03647 0.43028 -0.283
C -1.77845 5.26609 0.82153 -1.110
P -0.89314 1.91714 -1.37677 0.187
C 0.57139 2.40840 -2.33962 0.614
C 0.73613 3.70173 -2.82822 -0.370
C 1.89805 4.05041 -3.50192 -0.527
C 2.90088 3.11136 -3.69316 -0.617
C 2.74009 1.81767 -3.21560 -0.762
C 1.58121 1.46805 -2.54072 -0.474
C -2.11411 1.34229 -2.58730 -0.197
C -3.41143 1.08670 -2.13661 0.261
C -4.36424 0.59148 -3.00953 -0.767
C -4.02602 0.33450 -4.33266 -0.464
C -2.73636 0.57501 -4.78067 -0.800
C -1.77846 1.08020 -3.91078 -0.452
H -3.02560 6.92720 0.29010 0.419
H -3.63871 5.97867 -1.91263 0.436
H -2.75243 3.80108 -2.60798 0.472
H -0.58439 3.51127 1.08133 0.518
H -1.50520 5.67306 1.78626 0.486
H -0.02839 4.45073 -2.66324 0.393
H 2.02444 5.06353 -3.86045 0.460
H 3.81172 3.38877 -4.20737 0.393
H 3.52153 1.08278 -3.35659 0.438
H 1.46963 0.45897 -2.15604 0.439
H -3.66954 1.27094 -1.09871 0.420
H -5.36767 0.39603 -2.65543 0.419
H -4.77004 -0.05821 -5.01329 0.395
H -2.47127 0.37224 -5.80987 0.413
H -0.77364 1.27075 -4.26617 0.388
Br 2.32547 7.08125 -0.91147 -0.169
C 3.11543 5.58980 -0.05720 -0.362
C 4.43822 5.64456 0.35574 -0.090
N 5.04264 4.62082 0.94950 -0.628
C 4.34087 3.50764 1.14211 -0.426
C 3.01133 3.36911 0.76244 0.047
C 2.38062 4.44093 0.14784 0.292
C 2.29770 2.06431 0.96166 0.505
O 2.90373 1.09076 1.40248 -0.852
O 1.06156 2.08394 0.61350 -0.997
H 5.02472 6.54255 0.20128 0.362
H 4.84868 2.67709 1.61584 0.486
H 1.35063 4.36744 -0.16695 0.380
```

Its LUMO energy (alpha / beta) is -1.33 / -2.23 eV. As for the expectation value of S²: 0.809. Its gap between HOMO and LUMO (alpha / beta) is 5.91 / 5.49 eV. Its spin multiplicity is 2. The calculation puts the HOMO energy (alpha / beta) at -7.25 / -7.71 eV.



Short version: electronic energy = -37055.89385 -4727.20381 -7716.79345 hartree, in the order given.
Short version: ΔE to the lowest compared entry with this formula, charge and spin = 0.000 2.205 0.000 eV, in the order given.